{
  "formula": "C11H17BeN2",
  "method": "the ωB97M-V functional and the def2-TZVPD basis",
  "energy_ev": -15063.1326,
  "orbital_gap_ev": 5.107,
  "e_lumo_ha": 0.1094,
  "charge": -1,
  "e_homo_ev": -2.13,
  "e_above_lowest_kj_mol": 25.8,
  "species": ["C", "Be", "N", "N", "H", "H", "H", "H", "H", "H", "H", "H", "H", "H", "C", "C", "C", "C", "C", "C", "C", "C", "C", "C", "H", "H", "H", "H", "H", "H", "H"],
  "xyz": [[-1.16768, 1.23922, -1.55599], [-0.56043, -0.16455, -0.71977], [0.69573, -0.98959, 0.77412], [-1.87209, -0.06175, 0.80662], [1.19068, -0.27507, 1.31227], [-0.90478, -1.43805, -1.12620], [-0.64648, 1.01957, -2.47774], [-0.83847, 1.99268, -0.85526], [-2.20644, 0.96900, -1.66277], [-1.50543, 0.37585, 1.65655], [-2.06480, -1.04001, 1.01550], [-2.73210, 0.39300, 0.51585], [0.18418, -1.59540, 1.41191], [1.42323, -1.54853, 0.32447], [4.48001, 2.52742, -0.54633], [3.31970, 2.53054, 0.25660], [2.21473, 1.76791, -0.09144], [2.24460, 0.88055, -1.20198], [1.24794, -0.03715, -1.53728], [1.35895, -0.92318, -2.55445], [2.48318, -0.87098, -3.42265], [3.49458, 0.04577, -3.18665], [3.42734, 0.92093, -2.05526], [4.51410, 1.75446, -1.70042], [5.33972, 3.14741, -0.27361], [3.29152, 3.15415, 1.15520], [1.30470, 1.83759, 0.50143], [0.58374, -1.65004, -2.77701], [2.54633, -1.56622, -4.26359], [4.39683, 0.09095, -3.82316], [5.40030, 1.76665, -2.34655]],
  "lowdin_charge": [-0.243, -0.163, 0.026, 0.027, 0.032, -0.032, -0.028, -0.039, -0.055, 0.049, 0.030, 0.046, 0.025, 0.054, -0.127, -0.124, -0.059, -0.188, -0.203, -0.163, -0.108, -0.087, -0.180, -0.073, 0.084, 0.085, 0.092, 0.054, 0.081, 0.090, 0.096]
}